Record 1
Computed, not measured: the molecule C11H8ClF3 at a distorted geometry, with the ωB97M-V functional and the def2-TZVPD basis.

Structure (XYZ):
```
23
Properties=species:S:1:pos:R:3
Cl 2.56 -1.04 1.18
F 0.77 3.38 2.64
F -2.43 1.52 3.89
F -1.71 -0.47 3.27
C 0.00 2.60 1.74
C 0.13 -1.36 -1.87
C 1.31 -0.65 0.04
C 0.10 -2.20 -3.14
C -1.54 0.86 3.14
C -0.68 1.38 2.33
C 0.50 1.08 1.50
C -0.48 0.65 -0.67
C 0.45 0.39 0.30
C -0.71 -0.29 -1.69
C 1.23 -1.50 -1.04
H -0.19 -1.53 -4.02
H -1.13 1.43 -0.57
H 1.91 -2.30 -1.26
H 1.41 0.82 2.17
H -0.72 -2.84 -3.10
H -0.40 3.07 0.88
H 1.12 -2.64 -3.34
H -1.49 -0.36 -2.36
```

Computed properties:
- Gap between HOMO and LUMO: 9.71 eV
- Energy relative to the best compared isomer or geometry (same formula, charge and spin): 0.174 eV
- Highest occupied orbital energy: -9.0 eV
- Maximum force: 5.78 eV/Å
- Total charge: 0
- SMILES string: Cc1ccc([C@@H]2C(=C(F)F)[C@H]2F)c(Cl)c1

***

Record 2
Computed, not measured: a structure of composition C11H8ClGaNO4 at a distorted geometry, with the ωB97M-V functional and the def2-TZVPD basis.

Structure (XYZ):
```
26
Properties=species:S:1:pos:R:3
Ga 0.00 0.00 0.00
Cl -0.60 2.45 5.19
O -3.05 0.15 -0.05
O 3.05 -0.15 0.02
O -0.15 -3.05 0.08
O 0.14 3.03 0.33
N -0.03 -0.09 2.09
C -0.29 0.99 4.26
C -0.09 -1.90 0.03
C -0.04 -0.20 4.92
C 0.09 1.89 0.19
C 0.22 -1.33 4.17
C 0.24 -1.26 2.77
C 0.03 0.69 -5.09
C -1.90 0.09 -0.04
C -0.03 -0.69 -5.15
C -0.30 1.03 2.86
C 1.90 -0.09 0.00
H 0.98 1.20 -5.22
H -0.98 -1.19 -5.34
H 0.86 -1.28 -5.32
H 0.42 -2.28 4.67
H -0.53 1.99 2.45
H -0.04 -0.25 6.00
H -0.86 1.29 -5.24
H 0.48 -2.19 2.29
```

Computed properties:
- Gap between HOMO and LUMO (alpha / beta): 3.43 / 3.43 eV
- Energy relative to the best compared isomer or geometry (same formula, charge and spin): 2.729 eV
- Highest occupied orbital energy (alpha / beta): -18.1 / -18.1 eV
- Maximum force: 9.49 eV/Å
- Total charge: +3

***

Record 3
Computed, not measured: the ion C11H8ClN3S with charge +2, with the ωB97M-V functional and the def2-TZVPD basis.

Structure (XYZ):
```
24
Properties=species:S:1:pos:R:3
Cl 2.88 2.75 4.03
S -4.53 -1.99 -3.88
N -1.35 -1.56 -2.16
N 2.03 1.92 2.82
N -1.86 -2.33 -3.21
C -3.07 -2.20 -3.49
C 0.68 0.57 0.86
C -0.50 -1.48 0.02
C -0.29 0.41 -1.45
C -0.05 -0.17 -0.20
C 2.60 1.80 1.60
C -1.14 -2.16 -0.98
C -0.94 -0.30 -2.42
C 1.93 1.13 0.61
C 0.13 0.72 2.14
C 0.82 1.40 3.11
H -0.85 0.33 2.38
H -1.47 -3.18 -0.89
H -1.13 0.07 -3.42
H 2.41 1.03 -0.36
H 0.45 1.55 4.12
H 0.02 1.42 -1.67
H 3.58 2.24 1.47
H -0.33 -1.98 0.97
```

Computed properties:
- Gap between HOMO and LUMO: 8.01 eV
- Highest occupied orbital energy: -16.3 eV
- Maximum force: 0.56 eV/Å
- Total charge: +2

***

Which of these has the lowest total charge? C11H8ClF3

***

total charge of number 2 (C11H8ClGaNO4)? +3